Molecular formula: C22H44As3CrO3S
Method: DFT, wB97M-V/def2-TZVPD

Results
HOMO energy (alpha / beta)   -0.4951 / -0.4951 Eh
HOMO-LUMO gap (alpha / beta)   0.205 / 0.232 Eh
Strongest force on any atom   0.0167 hartree/bohr
<S²>   0.7906

```
! wB97M-V def2-TZVPD RIJCOSX def2/J DEFGRID3
* xyz 2 2
Cr 0.1568 0.1755 -0.6114
C 4.0313 1.5478 2.0386
C 3.3170 0.2734 2.4738
C 3.3660 0.1110 3.9981
C 1.8781 0.2005 2.0231
C 1.1009 1.3291 1.7700
C -0.2631 1.2284 1.4611
C -0.9161 -0.0159 1.3997
C -2.4173 -0.0891 1.3662
C -0.0912 -1.1459 1.4759
C 1.2645 -1.0265 1.8233
H 5.1004 1.4497 2.2222
H 3.6952 2.4145 2.6119
H 3.8871 1.7706 0.9810
H 3.8250 -0.5863 2.0265
H 2.8530 0.9398 4.4900
H 4.3994 0.1052 4.3426
H 2.8994 -0.8183 4.3271
H 1.5544 2.3106 1.8016
H -0.8570 2.1253 1.3804
H -2.7905 -0.2190 2.3839
H -2.7941 -0.9226 0.7742
H -2.8509 0.8314 0.9798
H -0.5239 -2.1299 1.4107
H 1.8511 -1.9320 1.9249
C -0.5611 2.7035 -3.0927
As -1.4355 1.7872 -1.6359
C -1.9289 3.2863 -0.5196
C -3.1711 1.2122 -2.2697
C -3.2554 -0.0327 -3.1627
C -4.7026 -0.1138 -3.6668
C -3.0046 -1.2975 -2.3389
As -1.2382 -1.6396 -1.6210
C -0.1987 -2.4861 -3.0086
C -1.6142 -3.1993 -0.5399
C -2.2857 0.0726 -4.3440
As -2.3876 -1.3942 -5.6925
C -0.7382 -0.8689 -6.6091
C -3.6304 -0.5599 -6.9467
H -0.0960 1.9985 -3.7722
H 0.1904 3.3717 -2.6759
H -1.3241 3.2830 -3.6128
H -2.4421 3.9972 -1.1683
H -1.0471 3.7645 -0.0996
H -2.6089 2.9780 0.2713
H -3.5719 2.0771 -2.8071
H -3.7852 1.0889 -1.3720
H -5.4085 -0.1082 -2.8344
H -4.8704 -1.0311 -4.2335
H -4.9349 0.7319 -4.3158
H -3.2106 -2.1826 -2.9486
H -3.6851 -1.3357 -1.4832
H -0.8094 -3.2884 -3.4234
H 0.7045 -2.8923 -2.5560
H 0.0686 -1.7791 -3.7840
H -2.1278 -3.8887 -1.2119
H -2.2613 -2.9855 0.3070
H -0.6855 -3.6594 -0.2099
H -1.2465 0.0692 -3.9916
H -2.4311 1.0261 -4.8604
H 0.1215 -1.0238 -5.9564
H -0.7719 0.1760 -6.9176
H -0.6076 -1.4954 -7.4898
H -4.6579 -0.6835 -6.6123
H -3.5243 -1.0667 -7.9055
H -3.4088 0.4984 -7.0814
C 3.7400 0.3826 -2.5403
S 2.2531 0.3056 -1.6485
O 1.0636 0.0794 -2.5304
O 1.9466 1.5663 -0.9397
O 2.2245 -0.8193 -0.6952
H 3.7274 1.2869 -3.1457
H 3.8043 -0.5095 -3.1610
H 4.5478 0.4092 -1.8101
*
```